19
Properties=species:S:1:pos:R:3:forces:R:3:mulliken_charge:R:1 method="wB97M-V/def2-TZVPD" orbital_gap_ha="0.2152 / 0.2188" e_above_lowest_kj_mol=192.5 spin_multiplicity=2 energy_ev=-23756.5238 molar_mass_g_mol=264.128
Sn 0.12793 0.81270 0.16663 1.6 2.9 1.5 0.3396
Mg 2.96808 0.51733 0.70936 0.5 0.1 0.0 0.5369
O 1.82806 1.53495 -0.57200 2.9 1.3 -4.7 -0.6424
O 1.38672 -0.66818 0.71700 0.5 -1.5 0.6 -0.5131
O -0.49683 -1.80153 -0.05239 -0.4 0.0 0.4 -0.3924
O -1.85635 0.85970 0.51441 -4.4 -1.0 -0.3 -0.1119
C -0.91926 -0.75572 -0.96638 0.1 -0.2 0.3 -0.4174
C 0.89126 -1.84501 0.19517 0.4 -1.5 -0.7 -0.0848
C -2.92836 1.50154 1.16556 -0.6 0.1 0.3 -0.6738
C -2.20527 -0.17971 -0.44818 -1.5 -0.4 0.0 -0.6294
H -3.48643 0.77437 1.77479 0.1 0.2 -0.1 0.2572
H -3.60481 1.96446 0.43016 0.2 -0.1 0.2 0.2644
H -2.84321 -0.90365 0.09035 0.2 0.1 -0.3 0.3248
H -1.06728 -1.17526 -1.97169 0.4 0.4 0.2 0.4268
H 1.06281 -2.67721 0.90008 -0.2 0.2 -0.3 0.2416
H -2.78618 0.29271 -1.25649 0.2 -0.2 0.2 0.3028
H 1.37437 -2.07641 -0.77775 0.1 0.0 0.3 0.2578
H 1.93630 1.66750 -1.58946 0.1 -0.3 2.5 0.2452
H -2.51030 2.27862 1.81487 0.0 -0.2 -0.2 0.2683